Entry from OMol25: a molecular structure, C24H40FeO8Si4Te (ωB97M-V/def2-TZVPD).

Geometry as XYZ:
```
78
Properties=species:S:1:pos:R:3
C -3.86 4.03 0.46
H 3.47 -0.73 -0.18
O -0.79 4.06 4.14
H 1.77 -4.20 4.06
H -4.22 3.45 -0.38
H -1.07 -3.76 4.39
C 3.66 -1.81 -0.16
O -0.89 1.91 -0.80
H 1.26 -3.17 -3.08
H -2.15 -3.26 3.08
H 1.65 -1.46 -2.90
H 0.74 0.38 -2.20
H -1.94 -0.18 -1.76
H 3.94 2.96 -2.57
Si 0.26 -2.11 0.44
C -1.57 -4.17 -1.68
C 0.68 2.56 -2.50
C 2.62 3.00 -0.88
O 0.44 5.74 -1.28
O 2.13 2.10 0.06
C -2.24 4.25 2.26
C 1.51 3.64 -1.73
H -1.04 -2.09 3.79
H -4.33 6.93 2.14
H -4.10 -2.47 -0.38
H 3.88 -2.07 0.88
O -0.38 2.75 2.40
C -3.91 5.96 1.87
H 4.54 -2.02 -0.77
C -0.77 2.37 -2.00
H 0.59 2.91 -3.53
H -3.22 -1.52 0.84
Si 0.17 -3.62 2.24
Te 0.29 -0.01 1.77
Si 2.16 -2.75 -0.79
H 1.69 -5.22 -0.97
C -1.87 -1.18 -2.19
Si -1.66 -2.46 -0.85
C -1.15 -3.14 3.49
H -0.17 -6.05 2.62
O -1.71 2.56 -2.77
H -2.80 -1.37 -2.75
H 2.95 -2.64 -3.15
C -4.43 5.24 0.80
H -2.84 7.06 3.63
C 2.53 -4.60 -0.62
C 2.83 1.08 -2.49
C 1.84 -3.63 3.13
C -1.05 3.67 3.01
C 0.69 4.61 -0.87
C -3.20 -2.44 0.24
H -0.75 -4.22 -2.40
H 3.21 0.95 -3.52
H -2.35 2.61 0.90
O 0.35 4.17 0.30
Fe 0.41 2.29 0.70
H -3.22 -3.29 0.93
H 3.41 -4.85 -1.23
H -1.04 -1.19 -2.91
H 2.74 -4.88 0.41
H 2.16 -2.61 3.36
H 3.17 3.81 -0.38
H -1.21 -5.49 1.31
H -2.50 -4.35 -2.24
O -2.32 6.24 3.62
C -2.82 5.48 2.60
C 3.57 2.25 -1.82
C 1.98 -2.47 -2.66
H 0.49 -5.80 1.00
C -2.79 3.55 1.20
H 1.99 4.28 -2.48
C -0.21 -5.41 1.73
H -5.26 5.65 0.24
H 4.43 1.89 -1.25
H -1.45 -4.98 -0.96
H 2.62 -4.09 2.51
C 1.35 1.23 -2.46
H 3.09 0.15 -1.98
```

Computed properties:
**Orbital gap (alpha / beta)**: 6.25 / 6.47 eV
**Electronic energy**: -4230.36770 Ha
**Total charge**: -2
**2S+1**: 5
**F_max**: 0.019 Eh/bohr
**Relative energy (zero: lowest compared OMol25 entry of this formula, charge and spin)**: 2.6925 eV

---

Entry from OMol25: a molecular structure, C47H62OP2RhSSi (ωB97M-V/def2-TZVPD).

Geometry as XYZ:
```
115
Properties=species:S:1:pos:R:3
C 3.13 0.34 -1.85
C 4.08 3.41 -3.80
Rh -0.22 0.26 0.99
C -1.64 4.60 -0.05
H -1.84 5.60 0.33
C -0.89 -2.97 -3.60
H -3.28 -0.14 1.92
C 5.06 -0.30 -0.54
C 2.88 -1.97 5.33
C 4.81 4.67 -3.36
H 5.22 5.55 -1.43
C 1.70 -2.65 5.59
C -2.25 4.41 -1.43
H 3.46 1.99 3.32
C -3.54 -2.39 -6.42
C -1.93 3.03 -1.99
H -2.36 2.91 -2.99
P 1.98 2.62 -0.27
C -0.60 -5.51 1.32
H -1.74 -0.69 4.48
H -1.89 -1.01 -5.97
H -2.39 2.27 -1.35
H -1.24 -4.06 -0.96
H 4.95 -0.33 -2.69
H 4.85 -0.34 1.61
H 2.32 2.31 -3.18
H -0.31 -3.01 4.96
H -2.58 -0.01 -1.77
H 6.09 -0.65 -0.51
C -0.05 -0.46 -0.96
H 2.06 4.01 -3.45
H -1.82 -6.37 -0.25
H -1.85 5.18 -2.11
H 1.93 1.89 4.21
H 4.51 3.78 -0.03
P -0.72 -1.46 2.54
H 3.88 -0.54 4.10
C -2.20 -2.61 -3.93
H -2.25 -1.32 -7.68
H -5.23 -2.79 3.73
H -3.76 0.84 4.77
H -5.36 -0.78 5.04
C 5.26 4.56 -1.90
H 0.28 4.44 0.95
C 2.38 0.68 -0.62
H 0.03 -2.92 0.93
H -2.98 -4.23 -0.85
H -0.42 -3.80 -4.11
C -3.17 -2.23 3.90
C -2.68 -1.17 -6.69
H 0.04 3.55 -2.68
C -0.20 -2.27 -2.62
H 3.74 -2.10 5.97
H 2.09 2.95 2.78
C 1.02 0.12 -0.58
C -0.13 4.34 -0.05
H -4.62 -1.95 2.33
C 3.06 0.32 0.69
H 0.27 -5.38 0.67
C 2.37 2.00 3.22
C 2.77 3.29 -3.03
H -2.21 -2.10 0.19
H 0.36 5.10 -0.68
H -2.27 0.98 2.83
C 0.61 -2.47 4.76
H 2.64 0.42 -2.81
H 3.87 3.43 -4.87
C -4.14 0.52 3.80
C 4.42 3.56 -1.09
C -2.10 -3.05 0.72
H 1.63 -3.31 6.44
C -4.59 -1.96 3.42
C 4.35 -0.11 0.67
H 4.82 2.56 -1.23
C -5.14 -0.65 3.98
H 5.66 4.88 -4.01
C 2.94 3.59 -1.51
C -2.80 -1.54 -3.26
H -0.46 -6.46 1.85
C -0.64 -4.36 2.33
H -3.33 -0.30 -6.74
C 1.87 -0.89 3.39
C 0.18 2.95 -0.63
H -0.18 1.82 -2.46
H 6.31 4.25 -1.86
H -3.33 4.57 -1.40
H 0.81 -2.55 -2.36
C -0.80 -1.19 -1.98
C 0.70 -1.62 3.65
H -3.83 -1.28 -3.49
C -2.11 -0.83 -2.30
C 4.42 -0.11 -1.78
H -2.82 -3.17 3.49
H -2.73 -5.74 1.11
H -2.98 -3.15 1.37
H -3.18 -2.37 4.99
O -4.45 -2.70 -7.11
H -1.46 -4.54 3.03
C -0.42 2.80 -2.03
H -0.38 2.24 0.02
Si 1.90 0.55 2.15
C -0.83 -3.03 1.60
H -4.64 1.39 3.37
H 2.58 4.61 -1.31
C -2.95 0.12 2.93
S -3.09 -3.57 -5.11
H 4.71 2.52 -3.63
H -2.12 3.90 0.66
H -6.09 -0.42 3.49
C -2.06 -4.22 -0.26
H 4.13 5.51 -3.48
H 0.29 -4.35 2.91
C -2.20 -1.06 3.56
C 2.96 -1.09 4.25
C -1.86 -5.54 0.47
```

Computed properties:
**Orbital gap (alpha / beta)**: 6.97 / 6.04 eV
**Electronic energy**: -3384.00639 Ha
**Total charge**: +1
**2S+1**: 5
**F_max**: 0.010 Eh/bohr
**Relative energy (zero: lowest compared OMol25 entry of this formula, charge and spin)**: 0.0000 eV

---

Entry from OMol25: C21H23N5O4 in the gas phase (ωB97M-V/def2-TZVPD).

Geometry as XYZ:
```
53
Properties=species:S:1:pos:R:3
C 0.52 3.07 0.46
C 4.16 -3.13 -0.68
H 6.15 1.09 2.15
H 2.32 2.91 1.59
H -4.69 0.66 2.00
H -3.07 -0.75 -1.69
N -3.18 1.33 -0.13
H 1.71 -0.14 -1.31
C -4.56 -0.12 1.28
H 0.21 3.97 0.96
H -1.12 -0.46 -3.58
O -5.65 -3.55 0.84
H -6.13 -5.43 0.37
H -1.90 4.20 0.71
H -5.75 -1.54 2.36
C 1.72 2.47 0.81
C 2.15 1.32 0.17
C 3.41 0.71 0.53
O -1.42 3.09 -1.01
H 6.15 1.60 0.45
C 6.54 0.87 1.16
C -3.66 -0.92 -0.79
C -3.80 0.10 0.13
H 4.59 -4.10 -0.90
H 3.34 -3.25 0.02
C -0.32 -0.29 -2.86
C -5.01 -2.38 0.54
N 7.03 -1.50 0.73
H 3.96 1.20 1.34
C -2.36 3.58 -0.07
N 6.41 -2.60 0.24
O -0.71 0.85 -2.12
H 0.62 -0.12 -3.39
C -0.27 2.52 -0.54
N 3.82 -0.33 -0.07
C 5.21 -2.26 -0.09
C 6.20 -0.51 0.74
N 4.99 -0.93 0.21
H -5.97 -4.36 -1.05
C 1.35 0.76 -0.84
H -4.12 -2.92 -1.34
H -0.22 -1.16 -2.21
H -4.51 -4.95 -0.19
H 3.78 -2.68 -1.59
C -3.17 2.46 0.60
H 7.63 0.94 1.20
C -4.25 -2.15 -0.60
C 0.15 1.34 -1.19
H -2.64 1.36 -1.00
H -3.05 4.21 -0.64
O -3.73 2.64 1.66
C -5.55 -4.62 -0.07
C -5.16 -1.35 1.48
```

Computed properties:
**Orbital gap**: 7.81 eV
**Electronic energy**: -1388.72394 Ha
**Total charge**: 0
**F_max**: 0.024 Eh/bohr
**SMILES**: COc1ccc(NC(=O)COc2ccc(/C=N/n3c(C)nnc3C)cc2OC)cc1
**Relative energy (zero: lowest compared OMol25 entry of this formula, charge and spin)**: 0.0000 eV